{"formula": "C20H28Cl2LuN2O6", "method": "ωB97M-V/def2-TZVPD", "symbols": ["Lu", "Cl", "N", "N", "C", "C", "C", "C", "C", "C", "H", "H", "H", "H", "H", "H", "C", "C", "C", "C", "H", "H", "H", "H", "H", "H", "O", "H", "H", "O", "H", "H", "C", "C", "C", "H", "H", "C", "C", "H", "C", "C", "C", "C", "H", "C", "H", "H", "H", "H", "H", "H", "H", "H", "O", "Cl", "O", "O", "O"], "xyz": [[-0.20276, -0.00809, 0.91612], [1.47649, -0.35970, -1.05109], [0.22346, 2.28246, 0.20266], [-0.13970, -2.45563, 0.57187], [-0.70121, 3.04904, -0.29598], [-0.76594, -3.00208, -0.42971], [1.42016, 3.09586, 0.49373], [0.89723, 4.51960, 0.28650], [2.52904, 2.77492, -0.48575], [1.87000, 2.84392, 1.92241], [2.24618, 3.11264, -1.49046], [2.68981, 1.69036, -0.52550], [3.44676, 3.29232, -0.18112], [1.08830, 3.20597, 2.60264], [2.80333, 3.39399, 2.10329], [2.01029, 1.75534, 2.10575], [0.88675, -3.40920, 1.06090], [0.75749, -4.57430, 0.07823], [0.56151, -3.82534, 2.49137], [2.27339, -2.81450, 0.98597], [2.47536, -2.50636, -0.04707], [2.99683, -3.57172, 1.31949], [2.35042, -1.91992, 1.61469], [-0.42016, -4.31208, 2.52407], [0.54206, -2.95776, 3.15981], [1.32634, -4.52935, 2.83694], [-0.29714, -4.17238, -0.85211], [0.43318, -5.50729, 0.55848], [1.65248, -4.73711, -0.53134], [-0.43109, 4.34605, -0.33802], [1.49560, 5.14619, -0.38753], [0.72724, 5.04392, 1.23683], [-2.00747, 2.52696, -0.80763], [-1.95130, -2.40912, -1.12644], [-1.64097, -1.08966, -1.77239], [-2.68911, -2.24632, -0.32609], [-2.31809, -3.15151, -1.83739], [-1.64690, 0.06728, -1.03155], [-1.70343, 1.30508, -1.62577], [1.13003, -0.05616, 3.12749], [-1.32444, 1.41823, -2.98556], [-1.06898, 0.25293, -3.70274], [-1.18799, 2.76238, -3.62017], [-1.23256, -1.00585, -3.13090], [-0.76153, 0.32725, -4.75196], [-0.95265, -2.25030, -3.90321], [-0.59092, -1.99779, -4.90480], [-1.85822, -2.85755, -4.00608], [-0.18823, -2.86269, -3.40574], [-2.09069, 3.36311, -3.46782], [-1.01944, 2.65374, -4.69627], [-0.34068, 3.32225, -3.19971], [-2.52015, 3.31865, -1.35946], [-2.59963, 2.24348, 0.07238], [-3.67704, 0.62680, 2.27586], [-2.34211, 0.43213, 2.88836], [-1.38942, 1.45093, 2.23607], [1.40780, 0.02678, 2.20608], [-1.74758, -0.89259, 2.39330]], "relative_energy_kcal_mol": 0.0, "e_tot_ha": -3495.828997, "fmax_ev_per_a": 2.8, "charge": -1, "homo_energy_ev": -3.774, "gap_ha": 0.243}